1.
{"formula": "C10H20Cl10F6MgN3O12S6", "method": "ωB97M-V/def2-TZVPD", "total_charge": -1, "homo_energy_ev": -8.50, "fmax_ev_per_a": 5.96, "total_energy_ha": -9250.67731, "species": ["Mg", "N", "S", "O", "O", "F", "S", "O", "O", "F", "N", "S", "O", "O", "F", "S", "O", "O", "F", "N", "S", "O", "O", "F", "S", "O", "O", "F", "Cl", "C", "C", "Cl", "H", "H", "H", "H", "Cl", "C", "C", "Cl", "H", "H", "H", "H", "Cl", "C", "C", "Cl", "H", "H", "H", "H", "Cl", "C", "C", "Cl", "H", "H", "H", "H", "Cl", "C", "C", "Cl", "H", "H", "H", "H"], "coordinates": [[1.05728, -1.00784, 1.56936], [0.86773, 0.15952, 0.09845], [1.79766, 0.78974, -1.04979], [2.55913, 1.93298, -0.75033], [1.33373, 0.53418, -2.35812], [2.92216, -0.37290, -0.97776], [-0.54168, 1.04104, -0.36127], [-1.34449, 0.37297, -1.31673], [-0.40008, 2.44059, -0.33783], [-1.30932, 0.73878, 0.98556], [-0.53172, -1.31318, 2.57658], [-1.35080, -0.86608, 3.98663], [-1.45480, -1.95777, 4.85521], [-2.35702, 0.10493, 3.84388], [-0.18496, -0.07994, 4.71804], [-1.64156, -2.36321, 2.00687], [-2.92386, -1.87474, 1.66362], [-1.50251, -3.58263, 2.68690], [-0.91100, -2.57326, 0.59384], [2.14926, -2.55407, 1.81945], [2.29213, -3.19769, 3.35498], [3.53393, -3.75429, 3.70211], [1.13533, -3.62080, 3.98626], [2.31875, -1.71849, 4.02189], [2.61141, -3.83280, 0.94042], [1.74470, -4.94755, 0.93076], [3.99600, -4.01821, 0.89086], [2.30012, -3.12708, -0.46366], [-2.06110, -0.94535, -5.80538], [-1.07119, 0.50938, -5.56786], [-1.60703, 1.36448, -4.42711], [-0.34889, 2.56842, -3.98810], [-1.05181, 1.07908, -6.49158], [-0.06447, 0.22001, -5.27748], [-1.77726, 0.73844, -3.56009], [-2.46125, 1.97678, -4.68902], [3.85470, 3.38225, 2.86355], [2.17427, 3.55732, 2.28002], [1.30430, 2.59791, 3.04190], [1.79731, 0.89670, 2.88841], [2.17865, 3.28822, 1.22555], [1.91517, 4.59912, 2.42050], [0.26480, 2.64938, 2.72724], [1.39995, 2.86703, 4.09129], [-3.22156, 5.82736, -1.22664], [-3.95423, 4.41691, -2.03213], [-3.82906, 3.19428, -1.16677], [-4.46782, 1.79883, -2.06870], [-3.45913, 4.25119, -2.98994], [-4.96906, 4.67361, -2.33127], [-4.27600, 3.30226, -0.18075], [-2.77951, 3.00255, -0.95497], [5.85872, 0.55270, 2.28158], [5.52239, -0.65661, 1.01061], [6.73506, -1.06658, 0.23008], [6.15597, -2.16907, -1.06439], [4.72020, -0.25766, 0.39384], [5.07114, -1.53326, 1.47725], [7.46214, -1.61123, 0.82235], [7.21551, -0.24158, -0.28667], [-6.61346, -2.87933, -2.51594], [-5.49989, -1.80488, -1.63835], [-4.07672, -1.95108, -2.15006], [-3.41761, -3.55990, -1.73100], [-5.49518, -2.12397, -0.59863], [-5.80282, -0.76405, -1.70755], [-3.43257, -1.20922, -1.68490], [-4.05820, -1.89260, -3.23508]]}

2.
{"formula": "C10H20ClIN2OPSeTb", "method": "ωB97M-V/def2-TZVPD", "total_charge": 2, "homo_energy_ev": [-14.46, -14.48], "fmax_ev_per_a": 3.84, "total_energy_ha": -4902.30649, "multiplicity": 7, "s2": 12.1061, "species": ["C", "I", "H", "H", "H", "Tb", "P", "C", "C", "H", "H", "H", "C", "H", "H", "H", "H", "H", "H", "C", "O", "Cl", "C", "N", "C", "C", "N", "C", "C", "Se", "H", "H", "H", "H", "H", "H", "H", "H"], "coordinates": [[1.40632, -2.11743, -1.04050], [1.34346, 1.22193, -0.40470], [0.30044, -1.78445, -1.01971], [1.68606, -2.84680, -0.25349], [1.66275, -2.62109, -2.00431], [-1.01109, -0.49869, 0.65869], [-0.09006, -0.19505, -2.84300], [1.42323, 0.30437, -3.74653], [-0.62571, -1.49251, -3.98563], [-2.16723, 1.03661, -2.82884], [-1.36092, 1.13641, -4.42220], [-0.79717, 2.14255, -3.04656], [-1.20286, 1.16771, -3.33418], [-1.58246, -1.89691, -3.66143], [-0.73067, -1.07758, -4.98945], [1.20743, 0.43071, -4.81424], [2.20551, -0.44964, -3.64908], [0.09864, -2.30490, -4.00788], [1.83245, 1.23923, -3.36273], [2.27577, -0.85914, -0.84545], [3.45776, -0.92456, -0.71819], [-3.16659, -1.08481, -0.43492], [-2.49944, -0.63113, 3.29936], [-1.41685, 0.34795, 3.36629], [-1.52130, 1.61283, 3.96406], [-0.28002, 2.14926, 3.92928], [0.58192, 1.23780, 3.37600], [2.01381, 1.42431, 3.23125], [-0.09060, 0.10530, 3.02216], [0.64240, -1.58595, 2.53232], [-3.22848, -0.34569, 2.51877], [-3.01344, -0.72234, 4.27256], [-2.05879, -1.61733, 3.05543], [-2.45340, 1.97108, 4.32308], [0.05884, 3.12276, 4.27393], [2.22039, 2.11648, 2.40805], [2.41810, 1.83148, 4.16414], [2.46179, 0.45724, 3.01763]]}

3.
{"formula": "C10H20FN", "method": "ωB97M-V/def2-TZVPD", "homo_energy_ev": -8.93, "fmax_ev_per_a": 5.36, "total_energy_ha": -547.50433, "smiles": "CC(C)N1C[C@H]1C.CC(C)=CF", "species": ["C", "C", "C", "N", "C", "C", "C", "H", "H", "H", "H", "H", "H", "H", "H", "H", "H", "H", "H", "H", "C", "C", "C", "C", "F", "H", "H", "H", "H", "H", "H", "H"], "coordinates": [[-2.89458, -0.30463, -0.42585], [-1.78057, -1.36200, -0.31720], [-1.39543, -1.64395, 1.18585], [-0.47822, -0.92240, -0.86559], [-0.28541, -0.34102, -2.17035], [0.26320, -1.73047, -1.84345], [1.65506, -1.94235, -1.61502], [-3.84445, -0.61462, -0.06523], [-2.89750, 0.60480, 0.15324], [-3.04784, -0.09865, -1.54727], [-2.16859, -2.25439, -0.80444], [-2.22588, -1.84983, 1.85933], [-0.86613, -0.99194, 1.76828], [-0.73138, -2.66206, 1.24980], [0.20045, 0.62977, -2.16631], [-1.17095, -0.46591, -2.78642], [-0.38635, -2.51803, -2.15721], [1.86808, -1.38376, -0.65580], [1.89966, -2.97326, -1.46721], [2.27603, -1.61219, -2.51715], [2.35566, 2.95534, 1.60136], [1.39442, 1.83015, 1.20107], [-0.06587, 2.31350, 1.02792], [1.70155, 0.57957, 1.13939], [3.00808, 0.18673, 1.24226], [2.53415, 2.93221, 2.70455], [3.25752, 2.74827, 1.06381], [1.89570, 3.88111, 1.35828], [-0.06575, 3.31281, 0.58847], [-0.61074, 2.27897, 2.03676], [-0.51767, 1.63973, 0.47001], [1.12375, -0.22150, 0.75413]]}

4.
{"formula": "C10H20InNO", "method": "ωB97M-V/def2-TZVPD", "homo_energy_ev": -6.94, "fmax_ev_per_a": 7.40, "total_energy_ha": -712.78262, "species": ["C", "C", "In", "C", "C", "C", "H", "H", "H", "H", "H", "H", "C", "N", "C", "C", "C", "C", "O", "H", "H", "H", "H", "H", "H", "H", "H", "H", "H", "H", "H", "H", "H"], "coordinates": [[1.63064, 2.10497, 0.16547], [0.79083, 3.13068, 0.26926], [-0.32163, 5.14608, 0.24559], [-2.12066, 4.95485, -1.13733], [1.09221, 6.73488, -0.61479], [1.99050, 7.52319, -1.19273], [2.57471, 1.46912, -0.04154], [-0.75786, 5.69625, 1.89269], [-2.76682, 4.05567, -0.81569], [-1.79424, 4.73934, -2.23123], [-2.72439, 5.94919, -1.08773], [2.95499, 7.86956, -1.72680], [-1.14679, -2.53216, -0.77441], [-0.16428, -2.24389, 0.34938], [-0.73250, -1.11348, 1.19240], [1.15503, -1.80061, -0.24094], [0.00981, -3.46894, 1.26524], [0.62039, -4.70236, 0.59542], [-0.19763, -5.16574, -0.47079], [-1.43521, -1.57956, -1.22491], [-0.65998, -3.14225, -1.53295], [-2.02212, -3.02972, -0.35474], [-0.85384, -0.23234, 0.55882], [-0.03362, -0.90182, 2.00326], [-1.69815, -1.43283, 1.59061], [1.52881, -2.58028, -0.90561], [1.85623, -1.62167, 0.57609], [0.98839, -0.88253, -0.80867], [-0.98777, -3.70490, 1.64705], [0.64389, -3.15069, 2.09741], [0.69533, -5.50413, 1.33668], [1.62519, -4.49970, 0.21525], [0.20836, -5.97459, -0.82192]]}

5.
{"formula": "C10H20N2O3S2", "method": "ωB97M-V/def2-TZVPD", "homo_energy_ev": -8.43, "fmax_ev_per_a": 7.50, "total_energy_ha": -1524.38703, "species": ["C", "C", "C", "C", "C", "C", "C", "C", "C", "C", "H", "H", "H", "H", "H", "H", "H", "H", "H", "H", "H", "H", "H", "H", "H", "H", "H", "H", "H", "H", "N", "N", "O", "O", "O", "S", "S"], "coordinates": [[2.17205, 1.86528, -0.39919], [0.74972, 1.23512, -0.63101], [3.08004, 0.57980, -0.62737], [2.88372, -0.52894, 0.52611], [4.22828, -2.36310, -1.03132], [-1.27321, 0.43742, 0.23486], [-1.94066, 1.96433, -0.04120], [-1.80213, -0.41469, 1.48081], [-3.22533, -0.95978, 1.12536], [-5.15627, -2.05698, -0.54255], [2.08811, 3.30130, 1.35989], [3.36206, 1.81531, 1.44312], [2.43889, 2.72459, -1.11543], [4.36436, 0.67065, -0.89817], [2.78946, 0.03627, -1.52419], [1.72860, -0.83328, 0.45600], [3.04100, 0.07692, 1.59560], [4.87660, -3.23352, -0.96267], [4.63596, -1.65729, -1.80146], [3.25425, -2.95636, -1.15946], [0.52428, 1.03790, 1.31127], [-1.28153, -0.02237, -0.79551], [-0.82811, -1.14657, 1.54825], [-1.81501, 0.23111, 2.34480], [-3.89451, 0.05540, 1.18902], [-3.41740, -1.65552, 1.90028], [-5.30833, -1.22585, -1.60458], [-5.39077, -3.24977, -0.93924], [-5.62991, -1.75269, 0.62354], [-3.60548, 2.64725, -0.50187], [2.31335, 2.11474, 1.13834], [0.17486, 0.64630, 0.47437], [0.34219, 1.14824, -1.74997], [-1.33575, 3.10838, -0.18210], [-3.32823, 1.64350, -0.31936], [4.32952, -1.71483, 0.52506], [-3.27159, -2.03158, -0.29467]]}

6.
{"formula": "C10H20N2OPRh", "method": "ωB97M-V/def2-TZVPD", "homo_energy_ev": [-2.71, -7.70], "fmax_ev_per_a": 3.83, "total_energy_ha": -1029.37310, "multiplicity": 5, "s2": 6.0354, "species": ["C", "C", "C", "C", "C", "Rh", "P", "H", "H", "H", "H", "H", "H", "H", "H", "C", "N", "C", "C", "O", "N", "C", "C", "H", "H", "H", "H", "H", "H", "H", "H", "H", "H", "H", "H"], "coordinates": [[-0.75541, 0.43340, -3.01657], [-1.57565, 1.66019, -3.18400], [-0.72506, 2.82794, -3.30659], [0.64529, 2.34440, -3.25602], [0.64078, 0.85988, -3.05098], [0.24470, -0.87341, -1.14224], [-0.03581, -2.80415, -1.85620], [-1.16760, -0.52536, -3.36150], [-2.65940, 1.56417, -3.22333], [-1.06694, 3.84276, -3.43155], [1.42172, 0.19423, -3.45495], [1.57273, 2.89298, -3.32995], [0.94834, -3.61719, -2.45025], [-1.20801, -3.25040, -2.47664], [-0.17059, -3.61738, -0.73459], [2.56754, 0.92056, 1.83218], [1.34611, 0.29370, 2.28629], [1.25790, -0.16052, 3.65946], [0.40111, 0.11792, 1.35418], [0.80921, 0.49696, 0.16687], [-0.85460, -0.35508, 1.54869], [-1.22889, -1.25408, 2.63270], [-1.97940, -0.03135, 0.64221], [3.25458, 0.91870, 2.67286], [2.37970, 1.94955, 1.51682], [2.98444, 0.37058, 0.98535], [0.33400, 0.16835, 4.13995], [1.33989, -1.25186, 3.71758], [2.09734, 0.28428, 4.17491], [-1.54994, -0.70106, 3.51737], [-2.05974, -1.86077, 2.28191], [-0.40962, -1.92434, 2.87400], [-1.61559, 0.40977, -0.29347], [-2.49577, -0.96423, 0.41446], [-2.68739, 0.64087, 1.15103]]}

What did the fourth record say?
{"formula": "C10H20InNO", "method": "ωB97M-V/def2-TZVPD", "homo_energy_ev": -6.94, "fmax_ev_per_a": 7.40, "total_energy_ha": -712.78262, "species": ["C", "C", "In", "C", "C", "C", "H", "H", "H", "H", "H", "H", "C", "N", "C", "C", "C", "C", "O", "H", "H", "H", "H", "H", "H", "H", "H", "H", "H", "H", "H", "H", "H"], "coordinates": [[1.63064, 2.10497, 0.16547], [0.79083, 3.13068, 0.26926], [-0.32163, 5.14608, 0.24559], [-2.12066, 4.95485, -1.13733], [1.09221, 6.73488, -0.61479], [1.99050, 7.52319, -1.19273], [2.57471, 1.46912, -0.04154], [-0.75786, 5.69625, 1.89269], [-2.76682, 4.05567, -0.81569], [-1.79424, 4.73934, -2.23123], [-2.72439, 5.94919, -1.08773], [2.95499, 7.86956, -1.72680], [-1.14679, -2.53216, -0.77441], [-0.16428, -2.24389, 0.34938], [-0.73250, -1.11348, 1.19240], [1.15503, -1.80061, -0.24094], [0.00981, -3.46894, 1.26524], [0.62039, -4.70236, 0.59542], [-0.19763, -5.16574, -0.47079], [-1.43521, -1.57956, -1.22491], [-0.65998, -3.14225, -1.53295], [-2.02212, -3.02972, -0.35474], [-0.85384, -0.23234, 0.55882], [-0.03362, -0.90182, 2.00326], [-1.69815, -1.43283, 1.59061], [1.52881, -2.58028, -0.90561], [1.85623, -1.62167, 0.57609], [0.98839, -0.88253, -0.80867], [-0.98777, -3.70490, 1.64705], [0.64389, -3.15069, 2.09741], [0.69533, -5.50413, 1.33668], [1.62519, -4.49970, 0.21525], [0.20836, -5.97459, -0.82192]]}